1.
This record from OMol25 describes the ion C23H28NO3S with charge +1 at a distorted geometry. The level of theory is ωB97M-V with the def2-TZVPD basis set.

Its molar mass is 398.548 u. The HOMO-LUMO gap is 8.12 eV. As for the highest occupied orbital energy: -10.57 eV. Its charge is +1.

Last column: Löwdin charge in e.
Element x y z (Å)
C  -3.811  -0.349  2.810  -0.062
C  -2.563  0.270  3.311  -0.189
O  -1.665  0.038  2.203  0.003
C  -0.448  0.439  2.466  -0.484
C  0.464  0.235  1.218  -0.243
S  2.066  0.958  1.896  1.161
C  2.236  0.052  3.468  -0.208
C  3.242  0.043  0.895  -0.209
O  -0.234  0.947  3.562  0.045
H  -4.613  -0.396  3.565  0.097
H  -4.175  0.242  1.962  0.078
H  -3.594  -1.371  2.477  0.094
H  -2.645  1.357  3.468  0.146
H  -2.138  -0.229  4.191  0.138
H  0.696  -0.786  1.081  0.109
H  1.499  0.451  4.157  0.049
H  2.092  -1.021  3.307  0.086
H  3.250  0.273  3.804  0.074
H  3.341  0.536  -0.065  0.055
H  4.179  0.097  1.436  0.068
H  2.896  -0.988  0.786  0.078
C  -3.915  -4.738  -1.278  -0.050
O  -4.263  -3.344  -1.123  -0.082
C  -3.283  -2.416  -1.034  -0.264
C  -1.906  -2.685  -1.193  -0.002
C  -0.998  -1.670  -0.979  -0.065
C  -1.388  -0.408  -0.542  -0.166
C  -0.280  0.600  -0.077  -0.192
C  0.626  0.927  -1.209  -0.137
C  1.464  2.085  -1.191  -0.173
C  1.560  3.110  -0.255  -0.068
C  2.638  3.994  -0.385  -0.078
C  3.610  3.833  -1.390  -0.064
C  3.514  2.772  -2.313  -0.001
C  2.432  1.914  -2.195  -0.189
N  2.161  0.714  -2.855  -0.094
C  2.889  0.196  -3.990  -0.010
C  1.020  0.166  -2.309  0.020
C  -2.762  -0.104  -0.500  -0.031
C  -3.694  -1.089  -0.767  0.009
H  -4.882  -5.233  -1.238  0.096
H  -3.418  -4.932  -2.236  0.095
H  -3.268  -5.076  -0.459  0.096
H  -1.543  -3.680  -1.493  0.117
H  0.070  -1.858  -1.122  0.109
H  -0.717  1.514  0.352  0.146
H  0.830  3.189  0.540  0.105
H  2.740  4.820  0.340  0.114
H  4.438  4.530  -1.466  0.105
H  4.206  2.620  -3.134  0.105
H  3.716  0.889  -4.186  0.084
H  3.298  -0.812  -3.828  0.098
H  2.235  0.148  -4.872  0.103
H  0.640  -0.778  -2.693  0.128
H  -3.081  0.889  -0.213  0.122
H  -4.765  -0.885  -0.706  0.131



2.
This record from OMol25 describes the molecule C23H29ClN4O. The level of theory is ωB97M-V with the def2-TZVPD basis set.

As for the energy above the lowest of the compared OMol25 structures with the same formula, charge and spin: 14.8 kJ/mol. Its molar mass is 412.965 u. The HOMO-LUMO gap is 9.13 eV. As for the highest occupied orbital energy: -8.40 eV. As for the SMILES: CCCn1cc([C@@H]2C[C@H]3CN(Cc4cccc(Cl)c4)C(=O)[C@]34CCCN24)c(C)n1. Its charge is 0.

Last column: Löwdin charge in e.
Element x y z (Å)
C  7.114  -1.147  2.689  -0.115
C  5.780  -1.340  1.982  -0.242
C  5.637  -0.385  0.793  -0.157
N  4.387  -0.575  0.111  -0.167
C  3.180  -0.093  0.456  -0.012
C  2.263  -0.581  -0.455  -0.131
C  0.799  -0.297  -0.413  -0.235
C  -0.008  -0.540  -1.701  -0.079
C  -1.316  0.199  -1.408  -0.170
C  -2.372  -0.665  -0.703  -0.084
N  -2.495  -0.116  0.625  -0.036
C  -3.478  -0.631  1.549  -0.087
C  -4.875  -0.294  1.093  -0.204
C  -5.262  1.039  1.011  -0.025
C  -6.525  1.371  0.558  -0.068
C  -7.419  0.383  0.181  -0.111
C  -7.028  -0.943  0.263  -0.670
Cl  -8.131  -2.191  -0.206  0.668
C  -5.763  -1.289  0.711  -0.068
C  -1.778  1.000  0.860  -0.397
O  -1.820  1.656  1.877  0.082
C  -0.913  1.282  -0.365  -0.315
C  -1.027  2.730  -0.832  -0.093
C  0.288  2.941  -1.573  -0.145
C  1.272  2.138  -0.718  -0.156
N  0.502  1.087  -0.052  -0.021
C  3.034  -1.386  -1.324  -0.291
C  2.627  -2.208  -2.497  -0.037
N  4.306  -1.363  -0.956  0.125
H  7.939  -1.336  2.005  0.072
H  7.200  -1.830  3.529  0.070
H  7.205  -0.129  3.063  0.071
H  4.960  -1.164  2.682  0.107
H  5.696  -2.366  1.618  0.112
H  6.432  -0.575  0.068  0.127
H  5.701  0.652  1.135  0.128
H  3.037  0.562  1.291  0.136
H  0.353  -0.912  0.387  0.162
H  -0.161  -1.594  -1.916  0.112
H  0.504  -0.079  -2.546  0.119
H  -1.733  0.646  -2.311  0.144
H  -3.341  -0.622  -1.216  0.130
H  -2.069  -1.717  -0.642  0.128
H  -3.271  -0.151  2.511  0.135
H  -3.352  -1.714  1.646  0.130
H  -4.565  1.808  1.308  0.116
H  -6.822  2.408  0.499  0.107
H  -8.407  0.635  -0.171  0.103
H  -5.479  -2.329  0.766  0.110
H  -1.077  3.372  0.049  0.123
H  -1.910  2.899  -1.447  0.122
H  0.223  2.525  -2.581  0.108
H  0.567  3.990  -1.650  0.109
H  1.704  2.779  0.058  0.119
H  2.090  1.720  -1.310  0.119
H  1.857  -2.925  -2.218  0.075
H  2.243  -1.585  -3.303  0.072
H  3.499  -2.747  -2.857  0.075



3.
This record from OMol25 describes a structure of composition C23H29ClN4O9PdS at a distorted geometry. The level of theory is ωB97M-V with the def2-TZVPD basis set.

As for the energy above the lowest of the compared OMol25 structures with the same formula, charge and spin: 111.9 kJ/mol. Its molar mass is 679.444 u. The HOMO-LUMO gap (alpha / beta) is 6.52 / 3.23 eV. As for the highest occupied orbital energy (alpha / beta): -14.27 / -14.22 eV. The spin multiplicity is 5. Its charge is +2. As for the expectation value of S²: 6.026.

Last column: Löwdin charge in e.
Element x y z (Å)
Pd  -0.749  -1.171  1.000  1.100
O  -2.327  -2.286  2.419  -0.346
Cl  -3.129  -1.885  1.274  0.668
O  -4.458  -2.274  1.367  -0.174
O  -2.462  -2.430  0.094  -0.369
O  -2.964  -0.437  1.172  -0.359
N  0.322  -0.126  2.390  0.147
C  1.004  -0.170  3.445  -0.266
C  0.451  -0.152  4.819  -0.167
C  -0.850  -0.606  5.056  -0.014
C  -1.350  -0.621  6.344  -0.044
C  -0.571  -0.161  7.399  -0.035
C  0.713  0.314  7.167  -0.040
C  1.223  0.329  5.881  -0.011
C  2.499  -0.223  3.299  -0.214
C  3.156  0.713  2.506  -0.035
C  4.542  0.694  2.440  -0.056
C  5.259  -0.287  3.112  -0.048
C  4.595  -1.246  3.867  -0.046
C  3.213  -1.215  3.969  -0.038
H  -1.452  -0.967  4.235  0.085
H  -2.344  -1.005  6.529  0.119
H  -0.971  -0.158  8.405  0.120
H  1.317  0.683  7.984  0.119
H  2.202  0.750  5.697  0.125
H  2.590  1.474  1.983  0.116
H  5.060  1.451  1.867  0.115
H  6.339  -0.304  3.056  0.119
H  5.153  -2.013  4.387  0.119
H  2.691  -1.948  4.572  0.130
C  0.282  -4.268  1.454  -0.070
C  1.602  -3.601  1.155  -0.231
O  1.372  -2.252  0.631  -0.172
H  0.446  -5.295  1.777  0.102
H  -0.348  -4.296  0.563  0.079
H  -0.233  -3.744  2.259  0.060
H  2.151  -4.158  0.394  0.125
H  2.212  -3.532  2.055  0.117
H  2.186  -1.742  0.746  0.098
C  -2.517  5.079  -7.412  -0.105
C  -1.462  4.349  -6.606  -0.272
S  -2.270  2.949  -5.779  0.651
O  -2.854  2.067  -6.745  -0.274
O  -3.062  3.424  -4.677  -0.307
C  -0.922  2.003  -4.987  -0.185
C  -1.664  0.804  -4.385  -0.123
N  -0.943  0.126  -3.292  0.117
C  -1.243  0.281  -1.962  -0.184
N  -0.441  -0.482  -1.178  0.097
C  0.364  -1.143  -1.994  0.076
C  0.059  -0.783  -3.330  0.010
N  0.738  -1.302  -4.498  -0.301
O  0.425  -0.865  -5.578  0.173
O  1.526  -2.188  -4.253  0.177
C  -2.282  1.183  -1.464  0.065
H  -2.062  5.946  -7.891  0.093
H  -3.324  5.440  -6.775  0.089
H  -2.931  4.441  -8.190  0.087
H  -1.049  4.951  -5.797  0.107
H  -0.678  3.910  -7.223  0.108
H  -0.480  2.651  -4.230  0.113
H  -0.200  1.709  -5.739  0.101
H  -1.907  0.086  -5.166  0.146
H  -2.597  1.170  -3.957  0.113
H  1.093  -1.862  -1.648  0.139
H  -3.275  0.812  -1.746  0.145
H  -2.173  2.187  -1.888  0.127
H  -2.239  1.229  -0.380  0.084



4.
This record from OMol25 describes a structure of composition C23H29CrFN6O5S3Si at a distorted geometry. The level of theory is ωB97M-V with the def2-TZVPD basis set.

As for the energy above the lowest of the compared OMol25 structures with the same formula, charge and spin: 76.7 kJ/mol. Its molar mass is 664.803 u. The HOMO-LUMO gap (alpha / beta) is 5.34 / 5.56 eV. As for the highest occupied orbital energy (alpha / beta): -1.34 / -1.56 eV. The spin multiplicity is 5. Its charge is -2. As for the expectation value of S²: 6.012.

Last column: Löwdin charge in e.
Element x y z (Å)
Cr  -0.900  -0.754  -0.139  0.644
N  1.632  6.693  -0.989  0.072
C  1.707  5.291  -0.979  -0.336
C  1.181  4.568  0.092  -0.035
C  1.353  3.197  0.161  -0.051
C  2.045  2.542  -0.848  -0.282
C  2.535  3.238  -1.938  -0.068
C  2.369  4.613  -2.003  -0.045
S  2.305  0.789  -0.694  0.600
O  3.269  0.390  -1.692  -0.315
O  2.662  0.560  0.680  -0.297
N  0.844  0.145  -0.945  -0.138
C  0.260  0.258  -2.151  -0.461
N  0.777  0.894  -3.205  0.144
C  0.090  0.804  -4.344  -0.135
C  -1.106  0.121  -4.447  -0.075
C  -1.621  -0.425  -3.276  -0.111
N  -0.974  -0.345  -2.132  0.027
H  0.860  7.058  -0.454  0.075
H  1.683  7.104  -1.907  0.073
H  0.635  5.091  0.869  0.107
H  0.964  2.615  0.988  0.107
H  3.037  2.686  -2.720  0.105
H  2.749  5.175  -2.849  0.100
H  0.544  1.311  -5.190  0.100
H  -1.634  0.035  -5.386  0.087
H  -2.572  -0.945  -3.255  0.132
N  -1.940  2.142  -0.534  0.006
C  -3.337  1.735  -0.623  -0.198
C  -3.689  0.709  0.497  -0.672
O  -4.727  0.942  1.130  -0.035
O  -2.899  -0.267  0.663  -0.132
H  -1.754  2.623  0.337  0.062
H  -1.655  2.732  -1.307  0.065
H  -3.508  1.237  -1.584  0.097
H  -4.042  2.571  -0.542  0.092
C  2.527  -2.088  2.831  -0.171
Si  1.126  -2.659  1.677  0.409
C  1.878  -3.023  -0.023  -0.156
C  0.570  -4.384  2.296  -0.194
N  -0.086  -1.429  1.643  -0.166
C  -0.592  -0.930  2.805  -0.316
C  -0.744  -1.666  4.003  -0.045
C  -1.321  -1.128  5.141  -0.129
C  -1.775  0.182  5.167  -0.140
C  -1.601  0.964  4.029  -0.039
C  -1.007  0.416  2.921  -0.219
F  -0.745  1.249  1.871  0.007
H  3.310  -2.844  2.943  0.015
H  2.147  -1.839  3.825  0.015
H  2.965  -1.189  2.401  0.001
H  2.947  -3.233  0.070  0.031
H  1.775  -2.169  -0.684  -0.003
H  1.403  -3.885  -0.493  0.021
H  1.263  -5.151  1.936  0.016
H  -0.426  -4.619  1.916  -0.005
H  0.540  -4.457  3.388  0.004
H  -0.434  -2.703  3.999  0.076
H  -1.421  -1.748  6.027  0.085
H  -2.255  0.588  6.048  0.077
H  -1.924  1.998  4.000  0.107
C  0.103  -3.718  -3.187  -0.129
O  -0.570  -3.285  -2.012  -0.329
C  -1.531  -4.047  -1.399  -1.368
S  -1.949  -5.566  -1.969  0.446
S  -2.145  -3.321  -0.010  0.627
H  -0.149  -3.040  -4.006  0.076
H  -0.199  -4.735  -3.435  0.006
H  1.178  -3.673  -3.002  0.082



5.
This record from OMol25 describes a structure of composition C23H29IrN2OS2Si at a distorted geometry. The level of theory is ωB97M-V with the def2-TZVPD basis set.

Its molar mass is 633.935 u. The HOMO-LUMO gap (alpha / beta) is 6.67 / 5.64 eV. As for the highest occupied orbital energy (alpha / beta): -11.51 / -11.54 eV. The spin multiplicity is 2. Its charge is +1. As for the expectation value of S²: 0.760.

Last column: Löwdin charge in e.
Element x y z (Å)
Ir  -0.475  0.294  0.280  1.005
C  -1.171  -3.108  -0.042  -0.033
C  -0.574  -2.073  0.876  -0.257
C  0.823  -1.977  1.042  -0.202
C  1.735  -2.918  0.322  -0.006
C  1.386  -0.967  1.861  -0.202
C  2.875  -0.771  1.864  -0.014
C  0.542  -0.120  2.590  -0.202
C  1.085  0.946  3.490  0.001
C  -0.888  -0.259  2.498  -0.285
C  -1.782  0.653  3.294  -0.022
C  -1.446  -1.272  1.681  -0.295
C  -2.931  -1.537  1.722  -0.019
H  -1.373  -4.030  0.510  0.117
H  -0.509  -3.349  -0.869  0.084
H  -2.109  -2.757  -0.462  0.069
H  2.111  -2.446  -0.594  0.093
H  1.245  -3.846  0.051  0.090
H  2.600  -3.157  0.937  0.101
H  3.359  -1.398  2.618  0.116
H  3.141  0.262  2.070  0.087
H  3.301  -1.030  0.897  0.083
H  0.516  0.993  4.417  0.101
H  0.997  1.921  3.002  0.087
H  2.125  0.774  3.747  0.088
H  -1.926  0.261  4.304  0.115
H  -2.759  0.755  2.830  0.091
H  -1.353  1.649  3.368  0.083
H  -3.494  -0.860  1.079  0.088
H  -3.296  -1.418  2.740  0.098
H  -3.155  -2.552  1.408  0.088
S  -1.969  -0.033  -1.393  0.752
C  -1.021  -0.853  -2.602  -0.641
C  -1.630  -1.582  -3.621  -0.027
C  -0.847  -2.183  -4.593  -0.159
C  -1.482  -2.953  -5.624  -0.157
N  -1.992  -3.564  -6.450  0.208
C  0.555  -2.054  -4.561  -0.164
C  1.158  -1.318  -3.555  -0.030
C  0.368  -0.728  -2.572  -0.614
S  1.087  0.228  -1.307  0.797
C  1.373  -2.693  -5.550  -0.161
N  2.041  -3.216  -6.324  0.205
H  -2.706  -1.685  -3.662  0.134
H  2.235  -1.216  -3.541  0.132
C  1.810  3.472  -0.591  -0.187
Si  0.139  3.667  0.223  0.308
C  0.299  4.615  1.822  -0.158
C  -1.075  4.467  -0.938  -0.157
O  -0.482  2.183  0.689  -0.519
H  2.270  4.458  -0.695  0.044
H  1.745  3.043  -1.591  0.007
H  2.496  2.862  0.002  0.026
H  0.623  5.639  1.615  0.042
H  1.041  4.179  2.494  0.022
H  -0.653  4.680  2.352  0.038
H  -0.723  5.453  -1.251  0.041
H  -2.049  4.601  -0.465  0.038
H  -1.217  3.869  -1.840  0.033



6.
This record from OMol25 describes a cluster of 2 separate species, C23H29N2 in total at a distorted geometry. The level of theory is ωB97M-V with the def2-TZVPD basis set.

As for the energy above the lowest of the compared OMol25 structures with the same formula, charge and spin: 37.2 kJ/mol. Its molar mass is 333.499 u. The HOMO-LUMO gap is 5.73 eV. As for the highest occupied orbital energy: -10.49 eV. Its charge is +1.

Last column: Löwdin charge in e.
Element x y z (Å)
C  -2.005  -2.024  -0.439  -0.094
N  -0.615  -1.948  -0.798  -0.195
C  -0.375  -1.821  -2.234  -0.194
C  0.600  -2.802  -2.900  -0.177
C  1.757  -3.256  -2.011  -0.203
C  1.218  -3.747  -0.674  -0.178
C  0.260  -2.770  0.030  -0.189
H  -2.212  -2.848  0.263  0.091
H  -2.299  -1.107  0.078  0.027
H  -2.659  -2.102  -1.321  0.093
H  -1.352  -1.934  -2.734  0.106
H  -0.055  -0.786  -2.456  0.102
H  0.033  -3.692  -3.220  0.117
H  0.971  -2.317  -3.807  0.111
H  2.262  -4.089  -2.506  0.110
H  2.509  -2.467  -1.885  0.114
H  0.684  -4.697  -0.832  0.118
H  2.030  -3.950  0.029  0.110
H  0.838  -2.111  0.704  0.102
H  -0.390  -3.366  0.691  0.104
C  -2.354  -0.486  3.564  0.021
C  -1.030  -0.073  3.072  -0.175
N  0.060  -0.167  3.859  0.187
C  1.211  0.261  3.198  -0.179
C  0.821  0.634  1.893  -0.114
C  1.797  1.145  1.040  -0.009
C  3.103  1.343  1.525  -0.049
C  3.462  0.982  2.840  -0.054
C  2.495  0.443  3.701  0.002
C  -0.633  0.417  1.798  -0.089
C  -1.511  0.707  0.751  0.075
C  -1.259  1.683  -0.280  -0.200
C  -0.587  2.883  0.038  -0.029
C  -0.311  3.834  -0.926  -0.018
C  -0.653  3.610  -2.262  -0.249
C  -0.235  4.595  -3.310  -0.039
C  -1.392  2.467  -2.586  -0.015
C  -1.698  1.519  -1.620  0.000
H  -3.121  -0.096  2.891  0.088
H  -2.457  -1.581  3.609  0.114
H  -2.544  -0.092  4.573  0.107
H  0.020  -0.468  4.821  0.184
H  1.509  1.374  0.010  0.119
H  3.846  1.816  0.872  0.115
H  4.493  1.135  3.179  0.117
H  2.707  0.185  4.738  0.119
H  -2.560  0.424  0.908  0.126
H  -0.281  3.058  1.068  0.127
H  0.224  4.744  -0.654  0.129
H  -0.613  4.314  -4.295  0.081
H  -0.600  5.607  -3.100  0.094
H  0.857  4.664  -3.376  0.094
H  -1.713  2.330  -3.622  0.124
H  -2.253  0.621  -1.894  0.117